[1]
C26H23N3O4S | the ωB97M-V functional and the def2-TZVPD basis

The geometry in ORCA input format:
```
! RIJCOSX wB97M-V def2-TZVPD def2/J DEFGRID3
* xyz 0 1
C -2.086 -1.622 -3.436
C -1.847 -2.096 -2.034
C -0.673 -2.770 -1.716
C -0.426 -3.214 -0.426
C 0.848 -3.920 -0.080
C -1.372 -2.971 0.560
C -2.552 -2.305 0.257
N -3.506 -2.071 1.246
S -4.517 -0.747 1.209
O -4.951 -0.569 2.562
O -5.513 -0.903 0.193
C -3.453 0.618 0.729
C -3.998 1.613 -0.075
C -3.230 2.693 -0.443
C -1.897 2.779 -0.022
N -1.119 3.847 -0.378
C 0.177 3.935 0.005
C 0.800 2.964 0.716
C 2.207 3.193 1.160
O 2.545 4.256 1.654
N 3.073 2.161 1.036
C 4.359 2.220 1.729
C 4.869 0.775 1.740
C 4.039 0.127 0.670
C 4.197 -1.097 0.062
C 3.303 -1.471 -0.934
C 2.279 -0.619 -1.308
C 2.113 0.617 -0.701
C 2.988 0.977 0.309
C 0.067 1.798 1.209
O 0.550 0.932 1.919
C -1.344 1.762 0.775
C -2.151 0.687 1.156
C -2.787 -1.868 -1.042
H -3.077 -1.189 -3.533
H -1.994 -2.449 -4.138
H -1.348 -0.868 -3.712
H 0.055 -2.960 -2.492
H 0.662 -4.732 0.620
H 1.539 -3.219 0.391
H 1.324 -4.324 -0.970
H -1.192 -3.307 1.572
H -3.248 -2.335 2.184
H -5.022 1.509 -0.396
H -3.645 3.479 -1.058
H -1.536 4.589 -0.921
H 0.715 4.821 -0.301
H 4.207 2.642 2.723
H 5.035 2.883 1.178
H 5.936 0.712 1.532
H 4.680 0.295 2.703
H 5.008 -1.750 0.348
H 3.418 -2.424 -1.427
H 1.595 -0.913 -2.089
H 1.323 1.274 -1.029
H -1.712 -0.074 1.781
H -3.717 -1.372 -1.267
*
```

- SMILES: Cc1cc(C)cc(NS(=O)(=O)c2ccc3[nH]cc(C(=O)N4CCc5ccccc54)c(=O)c3c2)c1
- Energy: -50832.119 eV
- Kohn-Sham gap: 7.98 eV

[2]
C26H23N3O5 | the ωB97M-V functional and the def2-TZVPD basis

The geometry in ORCA input format:
```
! RIJCOSX wB97M-V def2-TZVPD def2/J DEFGRID3
* xyz 0 1
C 2.900 1.418 0.664
N 2.032 1.053 -0.435
C 1.358 1.964 -1.185
C 1.538 3.437 -0.922
C 0.601 4.238 -1.826
C -0.827 3.876 -1.469
O -1.193 3.643 -0.346
O -1.624 3.875 -2.534
C -3.011 3.624 -2.299
C -3.258 2.456 -1.331
O -4.032 2.548 -0.408
N -2.578 1.336 -1.672
C -2.372 0.236 -0.826
C -2.199 0.413 0.543
C -1.896 -0.667 1.349
C -1.747 -1.932 0.793
O -1.457 -3.049 1.544
C -0.513 -3.001 2.527
C 0.503 -2.052 2.584
C 1.453 -2.121 3.587
C 1.406 -3.127 4.536
C 0.400 -4.078 4.473
C -0.555 -4.019 3.478
C -1.964 -2.117 -0.568
C -2.281 -1.041 -1.371
N 0.549 1.661 -2.135
C 0.297 0.367 -2.520
O -0.504 0.135 -3.409
C 1.029 -0.674 -1.785
C 0.854 -2.019 -2.105
C 1.496 -2.997 -1.381
C 2.327 -2.630 -0.330
C 2.524 -1.304 -0.006
C 1.871 -0.300 -0.728
H 2.936 2.495 0.781
H 3.913 1.055 0.478
H 2.528 0.982 1.593
H 1.269 3.656 0.115
H 2.576 3.728 -1.099
H 0.770 4.018 -2.877
H 0.739 5.307 -1.649
H -3.440 3.411 -3.280
H -3.480 4.516 -1.872
H -2.084 1.296 -2.559
H -2.296 1.400 0.964
H -1.771 -0.529 2.414
H 0.550 -1.274 1.837
H 2.239 -1.381 3.627
H 2.150 -3.172 5.317
H 0.357 -4.869 5.207
H -1.343 -4.752 3.414
H -1.880 -3.111 -0.978
H -2.429 -1.177 -2.431
H 0.202 -2.256 -2.931
H 1.356 -4.039 -1.621
H 2.829 -3.390 0.250
H 3.181 -1.065 0.813
*
```

- SMILES: Cn1c(CCC(=O)OCC(=O)Nc2ccc(Oc3ccccc3)cc2)nc(=O)c2ccccc21
- Energy: -42044.836 eV
- Kohn-Sham gap: 8.02 eV

[3]
C26H23N4OPW | the ωB97M-V functional and the def2-TZVPD basis

The geometry in ORCA input format:
```
! RIJCOSX wB97M-V def2-TZVPD def2/J DEFGRID3
* xyz 2 3
W 2.201 0.112 -0.478
C 4.101 -0.686 -1.583
C 3.072 -1.607 -1.895
C 2.627 -2.197 -0.685
C 3.425 -1.677 0.383
C 4.328 -0.744 -0.173
H 4.636 -0.067 -2.286
H 2.670 -1.800 -2.877
H 1.883 -2.972 -0.591
H 3.354 -1.963 1.422
H 5.061 -0.167 0.371
O 2.896 2.131 -0.054
C 1.892 1.815 0.586
C 0.904 2.399 1.444
C 0.927 3.665 2.023
C -0.121 4.023 2.853
C -1.156 3.125 3.104
C -1.178 1.860 2.522
C -0.146 1.494 1.673
P 0.055 -0.112 0.817
C 0.075 -1.356 2.134
C 0.471 -1.020 3.427
C 0.558 -2.005 4.401
C 0.256 -3.322 4.091
C -0.133 -3.662 2.801
C -0.220 -2.685 1.823
C -1.405 -0.411 -0.224
C -2.618 0.252 -0.061
C -3.708 -0.084 -0.854
C -3.597 -1.083 -1.810
C -2.379 -1.726 -2.004
C -1.285 -1.380 -1.224
H 1.751 4.340 1.833
H -0.131 4.997 3.322
H -1.957 3.412 3.772
H -1.979 1.172 2.759
H 0.716 0.002 3.685
H 0.860 -1.738 5.404
H 0.320 -4.086 4.854
H -0.377 -4.687 2.560
H -0.546 -2.962 0.829
H -2.728 1.034 0.676
H -4.649 0.430 -0.712
H -4.457 -1.363 -2.404
H -2.283 -2.499 -2.754
H -0.331 -1.865 -1.400
N -1.929 0.642 -4.026
C -1.270 1.755 -4.352
N -1.676 2.491 -5.377
N -0.200 2.201 -3.684
C 0.419 1.531 -2.800
N 1.059 1.014 -1.970
H -2.733 0.339 -4.549
H -1.706 0.131 -3.184
H -2.484 2.255 -5.928
H -1.135 3.301 -5.633
*
```

- Energy: -46444.369 eV
- Kohn-Sham gap (spin up / spin down): 7.86 / 7.32 eV